[1]
Formula: C3H7PS
Source: OMol25
Level of theory: ωB97M-V/def2-TZVPD

Geometry as XYZ:
```
12
Properties=species:S:1:pos:R:3:nbo_charge:R:1
C 0.718 0.165 1.078 -0.672
C -0.190 -0.212 -0.035 -0.215
C 0.470 -0.311 -1.404 -0.656
P -2.040 0.750 -0.126 0.311
S -1.647 -1.246 0.266 -0.050
H 0.062 0.203 2.003 0.232
H 1.172 1.165 0.753 0.224
H 1.402 -0.684 1.192 0.220
H 0.991 0.643 -1.593 0.217
H -0.423 -0.603 -2.084 0.234
H 1.191 -1.142 -1.236 0.208
H -1.707 1.273 1.186 -0.052
```

Values from the calculation:
Kohn-Sham gap   9.54 eV
Net charge   0
SMILES string   CC1(C)PS1
LUMO energy   0.663 eV

***

[2]
Formula: C3H7PS2
Source: OMol25
Level of theory: ωB97M-V/def2-TZVPD

Geometry as XYZ:
```
13
Properties=species:S:1:pos:R:3:nbo_charge:R:1
C 1.922 0.278 0.399 -0.507
C -1.033 -1.069 -1.108 -0.957
C -1.271 0.748 1.073 -0.981
P -0.474 -0.907 0.696 0.715
S 1.974 1.869 0.515 0.065
S 2.975 -0.987 -0.157 0.136
H -2.049 -0.870 -1.202 0.228
H -0.954 -1.930 -1.691 0.235
H -0.481 -0.272 -1.739 0.234
H -1.416 1.520 0.317 0.236
H -0.914 1.298 1.928 0.250
H -2.304 0.525 1.382 0.237
H 4.025 -0.202 -0.413 0.110
```

Values from the calculation:
Kohn-Sham gap (alpha / beta)   7.13 / 7.12 eV
Net charge   0
LUMO energy (alpha / beta)   -0.451 / -0.452 eV

***

[3]
Formula: C3H8BNO
Source: OMol25
Level of theory: ωB97M-V/def2-TZVPD

Geometry as XYZ:
```
14
Properties=species:S:1:pos:R:3:nbo_charge:R:1
B -1.037 2.723 0.387 0.588
O -0.809 1.908 -0.584 -0.563
N -0.866 0.404 -0.403 -0.300
C 0.379 -0.219 -0.866 -0.276
C 0.294 -1.740 -0.397 -0.186
C 1.128 -2.161 0.567 -0.390
H -1.321 2.092 1.505 -0.162
H -0.945 3.861 0.463 -0.088
H -0.904 0.282 0.670 0.353
H 0.297 -0.263 -2.046 0.204
H 1.262 0.290 -0.469 0.193
H -0.502 -2.210 -0.882 0.215
H 0.991 -3.215 1.014 0.198
H 2.033 -1.751 1.040 0.214
```

Values from the calculation:
Kohn-Sham gap   10.80 eV
Net charge   0
SMILES string   BONCC=C
LUMO energy   0.879 eV

***

[4]
Formula: C3H8BrClSi
Source: OMol25
Level of theory: ωB97M-V/def2-TZVPD

Geometry as XYZ:
```
14
Properties=species:S:1:pos:R:3:nbo_charge:R:1
C 0.137 0.554 -1.258 -0.637
C 0.320 -0.252 -0.016 -0.367
C 0.533 0.497 1.293 -0.665
Cl 1.681 -1.480 -0.151 -0.086
Si -1.268 -1.397 0.252 0.971
Br -3.045 -0.100 0.000 -0.316
H -0.206 -0.286 -2.123 0.214
H -0.680 1.179 -1.039 0.231
H 1.099 1.047 -1.555 0.230
H 0.916 -0.109 2.073 0.233
H 1.290 1.316 1.257 0.222
H -0.308 0.949 1.746 0.225
H -1.486 -2.652 -0.955 -0.104
H -1.159 -1.866 1.670 -0.151
```

Values from the calculation:
Kohn-Sham gap   10.60 eV
Net charge   0
SMILES string   CC(C)(Cl)[SiH2]Br
LUMO energy   0.641 eV

***

[5]
Formula: C3H8BrN4O4P
Source: OMol25
Level of theory: ωB97M-V/def2-TZVPD

Geometry as XYZ:
```
21
Properties=species:S:1:pos:R:3:nbo_charge:R:1
C 3.739 -0.519 -0.419 -0.408
C 2.602 0.048 -0.918 -0.031
N 1.825 0.928 -0.073 -0.611
C 0.562 1.153 -0.598 0.716
N 0.245 2.324 -1.299 -0.847
N -0.329 0.234 -0.458 -0.749
P -2.063 0.407 -1.074 1.124
O -2.306 -1.025 -1.792 -0.964
Br -3.187 0.375 0.774 -0.042
H 4.703 -0.267 -0.837 0.224
H 3.638 -1.245 0.377 0.234
H 2.205 -0.174 -1.908 0.181
H 2.330 1.800 -0.005 0.407
H 0.749 2.302 -2.180 0.404
H 0.557 3.126 -0.758 0.402
H -0.064 -0.589 0.082 0.448
H -1.687 -1.113 -2.526 0.502
N -3.382 -1.947 3.407 0.701
O -4.173 -2.803 2.976 -0.535
O -2.145 -2.146 3.353 -0.582
O -3.818 -0.867 3.877 -0.573
```

Values from the calculation:
Kohn-Sham gap   4.40 eV
Net charge   0
LUMO energy   -2.082 eV

***

[6]
Formula: C3H8CdO3
Source: OMol25
Level of theory: ωB97M-V/def2-TZVPD

Geometry as XYZ:
```
15
Properties=species:S:1:pos:R:3:nbo_charge:R:1
O -1.826 1.747 -0.931 -1.054
C -0.448 1.897 -1.063 -0.079
C 0.381 0.627 -0.856 -0.106
O 0.395 0.135 0.470 -0.592
C -0.739 -0.709 0.832 -0.599
H -0.058 2.660 -0.354 0.155
H -0.189 2.262 -2.079 0.154
H 1.429 0.848 -1.118 0.198
H 0.028 -0.165 -1.544 0.154
H -0.633 -0.747 1.931 0.211
H -0.536 -1.668 0.307 0.180
Cd -2.423 0.326 0.125 1.381
H 1.478 -1.601 1.380 0.484
O 1.657 -2.475 1.787 -0.950
H 1.485 -3.137 1.113 0.464
```

Values from the calculation:
Kohn-Sham gap   7.21 eV
Net charge   0
LUMO energy   -1.042 eV

***

What did we get for largest force on an atom? Answer: 3.287 3.883 4.971 4.183 2.035 4.032 eV/A, in the order shown.
What did we get for total energy? Answer: -23347.3208 -34180.8137 -7451.5608 -93683.4483 -96714.3199 -13943.8407 eV, in the order shown.